Record 1
DFT (ωB97M-V/def2-TZVPD) results for C12H19F3N2O in the gas phase at a distorted geometry.

Properties
LUMO = 0.0261 hartree
multiplicity = 1
Kohn-Sham gap = 9.222 eV
total energy = -953.004257 a.u.
M = 264.29 g mol⁻¹
SMILES = O=C(N1CCC(N2CCCCC2)CC1)C(F)(F)F
HOMO level = -8.5 eV

Positions of all 37 atoms, in Å:
1 O 4.27 0.52 -1.18
2 C 3.82 -0.53 -0.72
3 N 2.57 -0.48 -0.08
4 C 1.88 -1.69 0.45
5 C 0.35 -1.55 0.25
6 C -0.21 -0.32 1.04
7 N -1.47 0.08 0.37
8 C -2.46 0.68 1.29
9 C -3.83 0.80 0.62
10 C -3.72 1.54 -0.71
11 C -2.70 0.90 -1.61
12 C -1.35 0.78 -0.95
13 C 0.84 0.75 1.22
14 C 1.92 0.81 0.15
15 C 4.62 -1.86 -0.90
16 F 4.87 -2.47 0.30
17 F 3.87 -2.74 -1.65
18 F 5.80 -1.54 -1.48
19 H 2.09 -1.80 1.52
20 H 2.16 -2.63 -0.06
21 H 0.13 -1.51 -0.81
22 H -0.14 -2.46 0.66
23 H -0.39 -0.66 2.06
24 H -2.49 -0.02 2.12
25 H -2.16 1.65 1.69
26 H -4.29 -0.17 0.45
27 H -4.50 1.28 1.30
28 H -3.44 2.58 -0.49
29 H -4.71 1.55 -1.20
30 H -3.03 -0.11 -1.89
31 H -2.61 1.55 -2.46
32 H -0.69 0.27 -1.64
33 H -0.94 1.74 -0.78
34 H 0.37 1.71 1.21
35 H 1.32 0.67 2.20
36 H 1.55 1.14 -0.78
37 H 2.70 1.54 0.48

---

Record 2
DFT (ωB97M-V/def2-TZVPD) results for C15H18N2O2S in the gas phase at a distorted geometry.

Properties
energy relative to the best compared isomer or geometry (same formula, charge and spin) = 1.3875 eV
LUMO = 0.0186 hartree
multiplicity = 1
Kohn-Sham gap = 9.877 eV
total energy = -1240.563302 a.u.
M = 290.39 g mol⁻¹
SMILES = Cc1ccc(C(C)C)cc1S(=O)(=O)Nc1ccncc1
HOMO level = -9.4 eV

Positions of all 38 atoms, in Å:
1 C 1.33 -1.28 2.48
2 C 0.16 -0.75 1.71
3 C -0.70 0.16 2.32
4 C -1.80 0.69 1.66
5 C -2.09 0.31 0.35
6 C -3.30 0.86 -0.37
7 C -2.89 1.54 -1.68
8 C -4.30 -0.27 -0.63
9 C -1.24 -0.60 -0.26
10 C -0.14 -1.11 0.41
11 S 0.86 -2.18 -0.64
12 O 1.78 -2.99 0.08
13 O 0.00 -2.81 -1.60
14 N 1.71 -1.03 -1.55
15 C 2.58 -0.11 -1.00
16 C 3.48 -0.48 0.00
17 C 4.32 0.49 0.51
18 N 4.33 1.75 0.11
19 C 3.49 2.09 -0.85
20 C 2.59 1.22 -1.43
21 H 1.04 -1.47 3.51
22 H 1.70 -2.20 2.03
23 H 2.13 -0.55 2.49
24 H -0.50 0.46 3.34
25 H -2.43 1.39 2.16
26 H -3.77 1.60 0.28
27 H -2.48 0.82 -2.38
28 H -3.76 2.00 -2.14
29 H -2.15 2.31 -1.49
30 H -3.87 -1.03 -1.27
31 H -5.19 0.13 -1.12
32 H -4.61 -0.73 0.30
33 H -1.42 -0.95 -1.26
34 H 1.15 -0.70 -2.32
35 H 3.50 -1.50 0.34
36 H 5.03 0.24 1.29
37 H 3.53 3.13 -1.16
38 H 1.93 1.55 -2.22

---

Record 3
DFT (ωB97M-V/def2-TZVPD) results for C14H15NOS in the gas phase.

Properties
energy relative to the best compared isomer or geometry (same formula, charge and spin) = 0.1572 eV
LUMO = 0.0261 hartree
multiplicity = 1
Kohn-Sham gap = 9.204 eV
total energy = -1070.682570 a.u.
M = 245.35 g mol⁻¹
SMILES = C[C@H](NC(=O)Cc1cccs1)c1ccccc1
HOMO level = -8.5 eV

Positions of all 32 atoms, in Å:
1 C -1.60 -2.31 -1.10
2 C -1.22 -0.85 -0.88
3 N -0.12 -0.77 0.07
4 C 0.99 -0.04 -0.16
5 O 1.19 0.56 -1.19
6 C 1.96 -0.01 1.03
7 C 3.37 0.17 0.57
8 C 4.47 -0.52 0.97
9 C 5.65 -0.08 0.34
10 C 5.42 0.93 -0.54
11 S 3.76 1.36 -0.62
12 C -2.35 0.04 -0.40
13 C -2.24 1.41 -0.61
14 C -3.21 2.28 -0.16
15 C -4.32 1.79 0.52
16 C -4.44 0.43 0.73
17 C -3.46 -0.44 0.28
18 H -2.46 -2.37 -1.77
19 H -0.77 -2.84 -1.56
20 H -1.85 -2.80 -0.16
21 H -0.82 -0.43 -1.82
22 H -0.28 -1.18 0.98
23 H 1.66 0.84 1.65
24 H 1.87 -0.92 1.62
25 H 4.45 -1.31 1.71
26 H 6.62 -0.50 0.53
27 H 6.13 1.44 -1.16
28 H -1.37 1.79 -1.14
29 H -3.11 3.34 -0.33
30 H -5.08 2.46 0.87
31 H -5.29 0.03 1.26
32 H -3.57 -1.50 0.46

---

Record 4
DFT (ωB97M-V/def2-TZVPD) results for C2H2NO2P in the gas phase at a distorted geometry.

Properties
energy relative to the best compared isomer or geometry (same formula, charge and spin) = 4.0262 eV
LUMO (spin up / spin down) = 0.0157 / -0.0831 hartree
multiplicity = 3
Kohn-Sham gap (spin up / spin down) = 9.195 / 7.353 eV
total energy = -623.728178 a.u.
M = 103.02 g mol⁻¹
HOMO level (spin up / spin down) = -8.8 / -9.6 eV

Positions of all 8 atoms, in Å:
1 C -1.52 0.40 0.70
2 C -0.24 0.07 0.99
3 N -0.64 -0.33 -1.07
4 O -1.80 0.11 -0.56
5 O 2.52 0.14 -0.52
6 P 0.89 -0.41 -0.37
7 H -2.30 0.65 1.40
8 H 3.09 -0.63 -0.56

---

Record 5
DFT (ωB97M-V/def2-TZVPD) results for a molecular structure, C25H22LaNO5 at a distorted geometry.

Properties
LUMO = -0.0424 hartree
multiplicity = 1
Kohn-Sham gap = 7.127 eV
total energy = -1428.199635 a.u.
M = 555.36 g mol⁻¹
HOMO level = -8.3 eV

Positions of all 54 atoms, in Å:
1 C 0.78 -1.79 1.53
2 C -0.56 -2.05 1.05
3 C -0.47 -2.48 -0.33
4 H -1.51 -1.87 1.55
5 C 0.94 -2.45 -0.70
6 C 1.70 -2.01 0.45
7 H 2.78 -1.81 0.53
8 H 1.12 -1.44 2.49
9 H -1.35 -2.53 -1.01
10 H 1.33 -2.51 -1.72
11 C -0.65 2.34 0.23
12 C -0.29 1.79 1.51
13 C 1.13 1.58 1.56
14 H -1.00 1.50 2.28
15 C 1.68 2.03 0.32
16 C 0.59 2.52 -0.51
17 H 0.64 2.67 -1.61
18 H -1.69 2.40 -0.14
19 H 1.68 1.15 2.40
20 H 2.73 1.91 0.02
21 La 0.14 0.01 -0.53
22 O 0.02 -0.17 -3.96
23 C -1.10 -0.91 -4.50
24 C 0.22 -0.94 -5.23
25 H -1.35 -1.80 -3.92
26 H -1.91 -0.34 -4.97
27 H 0.82 -1.85 -5.13
28 H 1.14 -1.95 -7.57
29 C 0.88 -0.89 -7.67
30 C 0.40 -0.21 -6.51
31 C 0.05 1.16 -6.63
32 H -0.31 1.70 -5.75
33 C 0.21 1.82 -7.85
34 H -0.05 2.88 -7.92
35 C 0.69 1.14 -8.99
36 H 0.81 1.66 -9.94
37 C 1.02 -0.22 -8.89
38 H 1.40 -0.77 -9.76
39 O -0.91 -2.41 3.90
40 C -0.87 -1.16 3.98
41 O -0.78 -0.27 3.06
42 C -0.91 -0.52 5.34
43 C -0.90 0.88 5.50
44 C -0.81 1.45 6.76
45 C -0.75 0.62 7.91
46 C -0.78 -0.78 7.75
47 C -0.87 -1.34 6.48
48 N -0.61 1.19 9.18
49 O -0.58 2.43 9.29
50 O -0.54 0.45 10.18
51 H -0.92 1.53 4.61
52 H -0.78 2.53 6.87
53 H -0.73 -1.42 8.62
54 H -0.88 -2.43 6.36

---

Record 6
DFT (ωB97M-V/def2-TZVPD) results for C3H6ClNS in the gas phase at a distorted geometry.

Properties
energy relative to the best compared isomer or geometry (same formula, charge and spin) = 4.2591 eV
LUMO (spin up / spin down) = -0.0039 / -0.0157 hartree
multiplicity = 1
Kohn-Sham gap (spin up / spin down) = 8.094 / 7.825 eV
total energy = -1030.895887 a.u.
M = 123.61 g mol⁻¹
HOMO level (spin up / spin down) = -8.2 / -8.3 eV

Positions of all 12 atoms, in Å:
1 C 0.86 1.09 0.11
2 C -0.14 -1.13 -0.41
3 C 0.90 -0.35 0.40
4 N -1.71 1.02 -0.22
5 S -1.78 -0.49 0.26
6 Cl 2.43 -1.14 -0.18
7 H 0.76 1.72 0.88
8 H 0.62 1.48 -0.83
9 H -0.13 -0.80 -1.39
10 H -0.29 -2.19 -0.08
11 H 0.99 -0.77 1.47
12 H -2.51 1.57 0.00

---

Record 7
DFT (ωB97M-V/def2-TZVPD) results for a gas-phase ion, C5H10N3 (charge +1) at a distorted geometry.

Properties
energy relative to the best compared isomer or geometry (same formula, charge and spin) = 2.7320 eV
LUMO = -0.1604 hartree
multiplicity = 1
Kohn-Sham gap = 9.353 eV
total energy = -360.474704 a.u.
total charge = +1
M = 112.16 g mol⁻¹
SMILES = [H]/N=C(\N)C=[N+]=C(C)C
HOMO level = -13.7 eV

Positions of all 18 atoms, in Å:
1 H -1.91 2.04 -0.32
2 N -1.35 1.13 -0.12
3 C -1.96 0.03 -0.09
4 N -3.27 -0.13 0.08
5 C -1.03 -1.12 0.15
6 N 0.17 -0.86 0.14
7 C 1.28 -0.23 0.07
8 C 1.98 0.24 1.25
9 C 1.98 -0.07 -1.20
10 H -3.83 -0.98 -0.12
11 H -3.87 0.60 -0.24
12 H -1.44 -2.10 0.08
13 H 1.99 -0.57 2.02
14 H 1.49 1.04 1.76
15 H 3.03 0.62 0.95
16 H 1.49 -0.18 -2.23
17 H 2.91 -0.50 -1.10
18 H 2.31 1.06 -1.09

---

Record 8
DFT (ωB97M-V/def2-TZVPD) results for a molecular structure, C18H12N2O3S5Ti at a distorted geometry.

Properties
LUMO (spin up / spin down) = 0.0832 / 0.0808 hartree
multiplicity = 2
Kohn-Sham gap (spin up / spin down) = 6.162 / 6.609 eV
total energy = -3868.989672 a.u.
total charge = -1
M = 512.51 g mol⁻¹
HOMO level (spin up / spin down) = -3.9 / -4.4 eV

Positions of all 41 atoms, in Å:
1 Ti 0.43 -0.26 -0.97
2 C 4.20 -0.29 -2.86
3 O 5.06 -0.47 -1.72
4 C 4.64 -0.13 -0.47
5 C 5.64 0.10 0.46
6 C 5.35 0.44 1.78
7 C 4.04 0.56 2.18
8 C 3.00 0.33 1.27
9 C 1.63 0.42 1.76
10 N 0.59 0.20 1.06
11 N -0.60 0.25 1.80
12 C -1.55 -0.22 1.04
13 O -1.35 -0.68 -0.15
14 C -2.94 -0.32 1.55
15 C -3.26 0.17 2.82
16 C -4.57 0.09 3.28
17 C -5.55 -0.47 2.48
18 C -5.23 -0.95 1.21
19 C -3.93 -0.87 0.75
20 C 3.30 -0.03 -0.06
21 O 2.31 -0.28 -0.90
22 H 4.86 -0.40 -3.71
23 H 3.76 0.71 -2.86
24 H 3.40 -1.03 -2.89
25 H 6.67 0.00 0.12
26 H 6.16 0.61 2.48
27 H 3.80 0.83 3.20
28 H 1.49 0.66 2.81
29 H -2.48 0.60 3.43
30 H -4.81 0.47 4.26
31 H -6.57 -0.53 2.83
32 H -6.00 -1.37 0.58
33 H -3.67 -1.22 -0.24
34 S -5.38 0.62 -4.29
35 C -3.79 0.50 -3.81
36 S -2.83 -0.91 -3.98
37 C -1.35 -0.31 -3.28
38 C -1.40 0.98 -2.83
39 S -0.13 1.86 -1.99
40 S -2.94 1.77 -3.03
41 S 0.00 -1.43 -3.12

---

Record 9
DFT (ωB97M-V/def2-TZVPD) results for 2 unconnected molecules or ions with the total composition C12H11N4 at a distorted geometry.

Properties
energy relative to the best compared isomer or geometry (same formula, charge and spin) = 2.9430 eV
LUMO = -0.2400 hartree
multiplicity = 1
Kohn-Sham gap = 6.539 eV
total energy = -682.498799 a.u.
total charge = +1
M = 211.25 g mol⁻¹
HOMO level = -13.1 eV

Positions of all 27 atoms, in Å:
1 C 3.32 0.06 -1.84
2 C 2.26 1.02 -1.89
3 C 3.15 -1.18 -1.19
4 C -2.67 1.67 2.87
5 C 1.22 0.84 -1.01
6 C 2.13 -1.38 -0.35
7 C -2.39 0.35 3.16
8 C -2.05 2.30 1.78
9 C 1.14 -0.33 -0.18
10 C -1.41 -0.29 2.39
11 C -0.96 0.36 1.18
12 C 0.05 -0.58 0.66
13 N -1.28 1.62 0.93
14 N -0.82 -1.49 2.43
15 N 0.10 -1.61 1.57
16 N -1.45 -1.78 -0.54
17 H 4.30 0.07 -2.40
18 H 2.38 1.89 -2.45
19 H 3.96 -1.91 -1.60
20 H -3.36 2.19 3.40
21 H 0.69 1.66 -0.91
22 H 1.93 -2.37 0.06
23 H -2.73 -0.23 4.13
24 H -2.31 3.30 1.71
25 H -0.70 -2.40 -0.52
26 H -1.71 -1.58 -1.59
27 H -2.27 -2.18 -0.07

---

Record 10
DFT (ωB97M-V/def2-TZVPD) results for 2 unconnected molecules or ions with the total composition C7H14BrClN at a distorted geometry.

Properties
LUMO (spin up / spin down) = -0.1754 / -0.1372 hartree
multiplicity = 1
Kohn-Sham gap (spin up / spin down) = 6.833 / 8.339 eV
total energy = -3363.572268 a.u.
total charge = +1
M = 227.55 g mol⁻¹
HOMO level (spin up / spin down) = -11.6 / -12.1 eV

Positions of all 24 atoms, in Å:
1 C -3.27 0.95 0.02
2 C -2.59 -0.14 0.18
3 C -4.75 1.00 -0.16
4 C 1.44 -1.34 1.10
5 C 1.85 -0.78 -1.35
6 C 3.22 0.19 0.23
7 C 0.88 0.88 0.23
8 N 1.80 -0.21 0.06
9 Cl -2.57 2.59 0.04
10 Br -2.59 -1.92 0.03
11 H -5.23 1.77 0.60
12 H -4.86 1.27 -1.13
13 H -5.12 0.06 -0.13
14 H 2.37 -2.08 0.98
15 H 1.42 -0.83 1.98
16 H 0.54 -1.94 0.66
17 H 2.69 -0.25 -1.74
18 H 2.06 -1.81 -1.19
19 H 0.89 -0.49 -1.88
20 H 3.26 1.09 -0.19
21 H 3.50 0.31 1.34
22 H 3.94 -0.62 -0.26
23 H 0.83 1.24 1.18
24 H 0.29 1.05 -0.58

---

Record 11
DFT (ωB97M-V/def2-TZVPD) results for C3H6O3S in the gas phase at a distorted geometry.

Properties
energy relative to the best compared isomer or geometry (same formula, charge and spin) = 1.0763 eV
LUMO = -0.0263 hartree
multiplicity = 1
Kohn-Sham gap = 10.197 eV
total energy = -741.742789 a.u.
M = 122.14 g mol⁻¹
HOMO level = -10.9 eV

Positions of all 13 atoms, in Å:
1 C -0.58 0.92 -0.56
2 C 0.58 0.76 0.10
3 C 0.67 0.22 1.47
4 O -1.26 -0.89 -2.23
5 O -1.16 -1.64 0.10
6 O 0.86 -1.59 -1.26
7 S -0.48 -1.16 -1.06
8 H -1.53 0.83 -0.05
9 H -0.61 1.38 -1.53
10 H 1.51 0.96 -0.43
11 H 1.70 0.12 1.80
12 H 0.18 -0.76 1.48
13 H 0.12 0.85 2.17

---

Record 12
DFT (ωB97M-V/def2-TZVPD) results for 3 unconnected molecules or ions with the total composition C4H13NO3 at a distorted geometry.

Properties
energy relative to the best compared isomer or geometry (same formula, charge and spin) = 0.4633 eV
LUMO = 0.0172 hartree
multiplicity = 1
Kohn-Sham gap = 10.522 eV
total energy = -440.698169 a.u.
M = 123.15 g mol⁻¹
SMILES = CC(C)C(N)=O.O.O
HOMO level = -10.1 eV

Positions of all 21 atoms, in Å:
1 C 0.79 0.81 0.86
2 C 0.85 -0.33 -0.16
3 C 0.84 -1.67 0.61
4 C -0.29 -0.09 -1.11
5 N -1.47 -0.74 -0.97
6 O -0.14 0.65 -2.08
7 H 0.72 1.79 0.33
8 H -0.10 0.67 1.48
9 H 1.68 1.12 1.41
10 H 1.75 -0.31 -0.78
11 H 1.76 -1.79 1.17
12 H 0.81 -2.51 -0.09
13 H -0.04 -1.71 1.23
14 H -1.64 -1.44 -0.26
15 H -2.01 -0.73 -1.82
16 O -2.31 -1.05 1.96
17 H -1.73 -0.32 2.17
18 H -3.12 -0.65 1.61
19 O 1.58 2.87 -1.96
20 H 1.00 3.34 -1.35
21 H 1.07 2.08 -2.25

---

> M of number 12 (C4H13NO3)?

123.15 g mol⁻¹

---

> The highest multiplicity belongs to which entry?

C2H2NO2P